# C2H12NO2S

A cluster of 3 separate species, C2H12NO2S in total (wB97M-V/def2-TZVPD, the OMol25 dataset).

```
18
Properties=species:S:1:pos:R:3:lowdin_charge:R:1
S -0.15651 0.06725 2.25292 0.762
O 0.18005 -3.24826 0.98139 -0.057
O -0.54602 3.12318 -1.61366 -0.064
N 0.69620 -1.04270 -0.63610 0.165
C 0.14742 0.96765 0.71152 -0.549
C -0.18523 0.18609 -0.55378 -0.201
H 1.17901 1.30908 0.66407 0.086
H 0.06942 -3.03058 1.91873 0.054
H -1.18243 -0.23852 -0.50123 0.132
H 0.36617 -1.74714 0.05373 0.074
H -0.00359 0.80323 -1.41872 0.104
H -0.44839 1.87694 0.72657 0.071
H -0.69311 3.34689 -2.54742 0.058
H -0.82793 3.93904 -1.15699 0.064
H 1.68059 -0.87142 -0.42707 0.170
H 0.60475 -4.10938 0.92221 0.074
H 0.61160 -1.46782 -1.55284 0.166
H -1.49199 0.13646 2.17666 -0.111
```

The calculation puts the energy above the lowest of the compared OMol25 structures with the same formula, charge and spin at 0.1425 eV. The electronic energy is -18683.084 eV. The HOMO-LUMO gap is 10.1 eV. The net charge is +1. The maximum force is 1.04 eV Å⁻¹. The LUMO energy comes out at -3.06 eV.